CH3OS2 | wB97M-V/def2-TZVPD

Last column: Löwdin charge in e.
Cartesian coordinates (Å):
C -1.660 0.025 -0.056  0.00
O 2.076 -1.561 -0.409  -0.78
S 2.410 1.295 -0.079  -0.23
S 1.638 -0.482 0.483  0.08
H -0.919 0.033 -0.933  -0.01
H -2.360 0.854 -0.015  -0.06
H -1.185 -0.164 1.010  -0.01

Its energy above the lowest of the compared OMol25 structures with the same formula, charge and spin is 174.1 kJ/mol. The calculation puts the energy at -24802.2292 eV. As for the charge: -1. The calculation puts the LUMO energy (spin up / spin down) at 3.9 / 3.1 eV. The orbital gap (spin up / spin down) is 7.70 / 5.29 eV. The largest force on an atom is 2.76 eV/Å.


C5H12O3 | wB97M-V/def2-TZVPD

Last column: Löwdin charge in e.
Cartesian coordinates (Å):
C -2.255 -1.068 1.973  0.01
C -2.397 -0.761 0.684  -0.16
C -1.264 -0.870 -0.262  -0.13
C 0.052 -0.966 -0.133  -0.09
C 1.004 -1.039 -1.293  -0.25
O 2.287 -0.632 -0.823  -0.07
H -1.388 -1.570 2.384  0.06
H -3.038 -0.844 2.688  0.05
H -3.249 -0.195 0.341  0.09
H -1.571 -0.841 -1.316  0.11
H 0.510 -1.001 0.850  0.11
H 0.649 -0.530 -2.194  0.12
H 1.034 -2.030 -1.802  0.13
H 2.899 -1.330 -0.938  0.07
O -0.438 2.696 -0.393  -0.09
H -0.108 3.555 -0.760  0.05
H 0.422 2.362 -0.102  -0.03
O 2.122 2.061 0.405  -0.06
H 2.684 1.559 1.027  0.07
H 2.045 1.445 -0.335  0.02

Its energy above the lowest of the compared OMol25 structures with the same formula, charge and spin is 252.3 kJ/mol. The calculation puts the energy at -11520.1512 eV. The calculation puts the LUMO energy at 0.5 eV. The orbital gap is 9.31 eV. The largest force on an atom is 2.02 eV/Å. The SMILES is C=C/C=C/CO.O.O.


H4P4S | wB97M-V/def2-TZVPD

Last column: Löwdin charge in e.
Cartesian coordinates (Å):
P -0.773 1.520 -0.617  0.42
P -0.170 -0.656 -0.747  -0.11
P 1.659 -1.311 0.255  0.41
P -1.639 -1.719 0.214  0.24
S -3.390 0.170 0.437  -0.24
H 0.399 2.083 -0.703  -0.24
H -0.801 1.226 0.807  -0.16
H 2.261 -0.231 1.144  -0.09
H 2.453 -1.082 -0.790  -0.23

Its energy above the lowest of the compared OMol25 structures with the same formula, charge and spin is 299.0 kJ/mol. The calculation puts the energy at -48050.9953 eV. The calculation puts the LUMO energy at -2.4 eV. The orbital gap is 5.85 eV. The largest force on an atom is 4.62 eV/Å. The SMILES is PP(P)#P=S.


CH16N2O5 | wB97M-V/def2-TZVPD

Last column: Löwdin charge in e.
Cartesian coordinates (Å):
N -0.627 3.462 0.994  -0.01
C 0.181 3.308 -0.235  -0.36
N -0.218 2.166 -1.017  0.00
H -0.010 3.698 1.753  0.05
H -1.177 2.643 1.204  0.04
H -0.010 4.196 -0.834  0.10
H 1.232 3.243 0.039  0.09
H -0.781 1.482 -0.533  0.02
H -0.774 2.473 -1.803  0.06
O 0.458 -0.631 -3.476  -0.07
H 0.453 -0.210 -2.610  0.01
H 0.967 -0.053 -4.049  0.03
O -4.557 -1.919 1.798  -0.06
H -3.620 -1.722 1.687  0.01
H -4.563 -2.872 1.947  0.04
O 2.286 -2.607 3.406  -0.05
H 1.419 -2.205 3.380  0.03
H 2.810 -2.415 2.630  0.03
O -2.395 0.210 0.638  -0.04
H -3.019 0.785 0.182  0.06
H -2.433 -0.572 0.097  0.03
O 4.590 -4.324 -1.974  -0.06
H 4.719 -4.621 -1.072  0.03
H 5.071 -3.515 -2.155  0.03

Its energy above the lowest of the compared OMol25 structures with the same formula, charge and spin is 154.9 kJ/mol. The calculation puts the energy at -14513.6028 eV. The calculation puts the LUMO energy at 0.1 eV. The orbital gap is 9.13 eV. The largest force on an atom is 1.21 eV/Å. The SMILES is NCN.O.O.O.O.O.


C7H17P | wB97M-V/def2-TZVPD

Last column: Löwdin charge in e.
Cartesian coordinates (Å):
C 2.701 1.923 -0.113  -0.17
C -1.637 0.981 0.629  -0.03
C -0.613 -1.466 0.843  -0.09
C -2.641 -0.791 -0.764  -0.04
C -0.193 -0.241 -1.103  0.03
C 2.343 0.610 0.482  -0.53
C -1.301 -0.362 -0.052  -0.61
P 3.224 -0.896 0.260  0.74
H 3.063 1.612 -1.021  0.04
H 1.889 2.500 -0.164  0.03
H 3.371 2.351 0.553  0.06
H -1.641 1.620 -0.219  0.08
H -2.543 0.814 1.208  0.09
H -0.913 1.222 1.252  0.02
H 0.191 -1.127 1.427  0.03
H -1.374 -1.766 1.583  0.08
H -0.362 -2.404 0.356  0.07
H -3.235 -0.961 0.107  0.07
H -2.459 -1.521 -1.480  0.06
H -2.965 0.029 -1.371  0.07
H -0.436 0.309 -2.025  0.05
H 0.597 -1.122 -1.283  0.07
H 1.914 0.830 1.573  0.10
H 3.042 -1.227 -1.189  -0.08
H 2.214 -1.883 0.534  -0.12

Its energy above the lowest of the compared OMol25 structures with the same formula, charge and spin is 573.5 kJ/mol. The calculation puts the energy at -16817.4548 eV. The calculation puts the LUMO energy (spin up / spin down) at 0.4 / 0.6 eV. The orbital gap (spin up / spin down) is 8.32 / 7.95 eV. The largest force on an atom is 4.80 eV/Å.


C5H8N2 | wB97M-V/def2-TZVPD

Last column: Löwdin charge in e.
Cartesian coordinates (Å):
C -1.469 -1.606 0.167  -0.05
C -0.219 -0.924 0.650  -0.34
C -0.157 0.400 1.049  -0.02
C 0.756 1.059 0.178  -0.35
N 1.078 2.421 0.150  0.07
C 1.261 0.106 -0.681  -0.09
N 0.769 -1.108 -0.277  0.02
H -1.360 -2.677 -0.036  0.07
H -2.364 -1.412 0.754  0.07
H -1.601 -1.103 -0.808  0.09
H -0.830 0.876 1.754  0.10
H 1.509 2.685 -0.727  0.08
H 0.299 3.032 0.355  0.08
H 1.471 0.214 -1.727  0.11
H 0.859 -1.963 -0.801  0.14

Its energy above the lowest of the compared OMol25 structures with the same formula, charge and spin is 149.4 kJ/mol. The calculation puts the energy at -8293.4477 eV. The calculation puts the LUMO energy at 1.0 eV. The orbital gap is 8.25 eV. The largest force on an atom is 1.14 eV/Å. The SMILES is Cc1cc(N)c[nH]1.


C9H9ClO3 | wB97M-V/def2-TZVPD

Last column: Löwdin charge in e.
Cartesian coordinates (Å):
C -0.494 2.367 -1.291  -0.08
C 0.801 2.602 -0.830  -0.07
C -1.251 1.296 -0.809  -0.07
C 1.292 1.587 -0.054  -0.06
C -0.785 0.365 0.072  -0.21
C 0.591 0.475 0.485  -0.12
C -1.573 -0.855 0.517  -0.14
C 1.345 -0.538 1.122  -0.40
C -0.839 -2.037 -0.104  -0.68
O 2.514 -0.807 0.577  0.11
O 1.059 -1.020 2.356  0.10
O -1.204 -3.312 0.357  -0.05
Cl -0.627 -1.939 -1.834  0.69
H -1.046 2.823 -2.150  0.12
H 1.496 3.308 -1.243  0.10
H -2.127 1.210 -1.308  0.08
H 2.234 1.755 0.310  0.09
H -1.557 -0.731 1.631  0.14
H -2.576 -0.910 0.142  0.11
H 2.560 -0.263 -0.221  0.12
H 1.814 -1.595 2.628  0.14
H -1.626 -3.782 -0.355  0.06

Its energy above the lowest of the compared OMol25 structures with the same formula, charge and spin is 33.0 kJ/mol. The calculation puts the energy at -28139.8551 eV. The calculation puts the LUMO energy (spin up / spin down) at 0.6 / 0.3 eV. The orbital gap (spin up / spin down) is 8.22 / 6.18 eV. The largest force on an atom is 3.18 eV/Å.


C10H14ClN2O5S2 | wB97M-V/def2-TZVPD

Last column: Löwdin charge in e.
Cartesian coordinates (Å):
O -4.140 -1.611 -2.122  -0.39
S -3.964 -0.232 -2.581  0.25
O -4.165 0.736 -1.501  -0.41
Cl -5.416 0.262 -4.015  0.24
N -2.495 -0.029 -3.378  -0.40
S -1.277 -0.795 -2.503  0.57
O -1.271 -2.253 -2.741  -0.38
O -1.446 -0.483 -1.062  -0.39
C 0.366 -0.073 -2.939  -0.23
C 1.295 0.058 -1.660  -0.21
C 1.625 -1.385 -1.106  -0.24
N 2.026 -1.399 0.314  -0.09
C 0.875 -1.340 1.234  -0.17
C 0.711 -0.023 2.049  -0.10
C -0.515 0.087 2.872  -0.03
C -0.800 1.255 3.709  -0.09
C 0.149 2.368 3.769  -0.10
C 1.356 2.288 2.957  -0.03
C 1.619 1.118 2.104  -0.25
O 2.794 1.139 1.334  -0.03
H 0.264 0.955 -3.380  0.10
H 0.883 -0.702 -3.717  0.10
H 0.863 0.747 -0.894  0.10
H 2.274 0.511 -1.991  0.11
H 2.515 -1.749 -1.704  0.12
H 0.808 -2.136 -1.308  0.10
H 2.513 -2.281 0.471  0.10
H 1.012 -2.173 1.987  0.13
H -0.081 -1.587 0.680  0.12
H -1.292 -0.717 2.880  0.11
H -1.747 1.299 4.294  0.09
H -0.060 3.267 4.389  0.09
H 2.122 3.105 2.945  0.10
H 2.600 1.772 0.615  0.10

The calculation puts the energy at -58006.5337 eV. As for the charge: -1. The calculation puts the LUMO energy at 2.8 eV. The orbital gap is 8.33 eV. The largest force on an atom is 4.17 eV/Å.


C4H6IN | wB97M-V/def2-TZVPD

Last column: Löwdin charge in e.
Cartesian coordinates (Å):
C 1.673 0.309 -0.820  -0.06
C 1.420 -0.850 -0.187  -0.09
C 0.367 -0.619 0.781  -0.26
N 0.007 0.749 0.660  0.02
C 0.775 1.306 -0.214  -0.15
H 2.470 0.426 -1.542  0.09
H 1.867 -1.788 -0.268  0.09
H -0.542 -1.134 0.450  0.14
H 0.616 -0.847 1.793  0.12
H 0.535 2.307 -0.585  0.11
I -5.394 0.272 -0.029  0.33
H -3.794 -0.130 -0.037  -0.33

Its energy above the lowest of the compared OMol25 structures with the same formula, charge and spin is 55.6 kJ/mol. The calculation puts the energy at -13834.5821 eV. The calculation puts the LUMO energy at 0.5 eV. The orbital gap is 10.25 eV. The largest force on an atom is 2.02 eV/Å. The SMILES is C1=CCN=C1.I.